Molecular formula: C2H6N2OS
Method: DFT, wB97M-V/def2-TZVPD

Positions of all 12 atoms, in Å:
C1 2.37330 -0.13620 0.03690
C2 -0.26102 0.60871 -0.05399
H1 2.38114 0.59813 -0.80355
H2 3.08127 -0.92751 -0.10408
H3 2.56361 0.52527 0.87708
H4 -2.14619 1.31807 0.21020
H5 -1.96921 -1.23342 -0.81000
H6 -2.07847 -1.24317 0.76795
N1 -1.59487 0.47760 0.06451
N2 -2.31528 -0.68602 -0.03668
O1 0.30403 1.69548 -0.03714
S1 0.65206 -0.87358 0.00421

Cartesian forces, eV/Å:
C -1.557 1.463 -1.236
C 0.867 1.703 0.877
H 0.165 -0.898 0.306
H 0.258 -0.361 0.054
H -0.196 -0.585 0.519
H 0.393 -0.196 -0.276
H -0.135 0.020 -0.574
H -0.260 -0.395 0.518
N -0.459 1.408 -0.264
N 0.001 -1.050 0.241
O -0.546 -0.388 -0.262
S 1.469 -0.721 0.097

HOMO level = -9.6 eV
M = 106.150 g/mol
LUMO energy = 0.677 eV
frontier orbital gap = 10.230 eV

Molecular formula: C2H6N2P
Method: DFT, wB97M-V/def2-TZVPD

Positions of all 11 atoms, in Å:
C1 1.02692 -0.01642 -0.48082
C2 -0.89441 0.77799 0.43890
N1 0.49512 0.85974 0.33927
N2 0.20837 -0.90149 -0.96185
P1 -1.31957 -0.98888 -0.12007
H1 2.01756 -0.16509 -0.82322
H2 -1.04647 1.09328 1.54897
H3 -1.45701 1.53940 -0.26631
H4 1.01507 1.56342 0.75367
H5 0.71415 -2.00897 -1.44004
H6 -0.75973 -1.75298 1.01150

Cartesian forces, eV/Å:
C 0.157 -0.218 -0.127
C -3.022 1.543 1.684
N 1.835 -1.518 -2.145
N 1.406 -5.599 -2.300
P -0.599 0.004 1.155
H 1.273 0.907 0.366
H -0.872 -0.882 -1.968
H 1.144 -1.428 1.324
H 1.172 1.604 0.778
H -2.081 4.882 1.820
H -0.412 0.706 -0.586

HOMO level = -14.5 eV
M = 89.058 g/mol
total charge = +1
LUMO energy = -4.255 eV
frontier orbital gap = 10.281 eV

Number 2 is which compound? C2H6N2P

What is the HOMO level in the second record? -14.5 eV

The lowest M belongs to which entry? C2H6N2P

Look up the M of the second one. 89.058 g/mol